[1]
Here is a single C3H8S2 molecule from OMol25. Energies are from ωB97M-V with the def2-TZVPD basis set.

The SMILES is CCCSS. As for the molar mass: 108.2 g/mol. As for the orbital gap: 8.965 eV. For the relative energy (zero: lowest compared OMol25 entry of this formula, charge and spin), the calculation gives 104.6 kJ/mol. The HOMO energy is -8.602 eV.

XYZ file:
```
13
C3H8S2, DFT ωB97M-V with the def2-TZVPD basis set
C 1.08 -1.66 -0.22
C 0.52 -0.15 -0.39
C -0.36 0.34 0.69
S -2.20 0.59 0.40
S -2.22 2.39 -0.75
H 0.50 -2.41 -0.73
H 2.13 -1.64 -0.51
H 0.92 -1.85 0.85
H 0.11 -0.32 -1.39
H 1.46 0.39 -0.43
H -0.07 1.33 1.03
H -0.49 -0.27 1.59
H -1.39 3.26 -0.15
```

[2]
Here is a single C6H11ClO molecule from OMol25. Energies are from ωB97M-V with the def2-TZVPD basis set.

The SMILES is CC/C(CO)=C(\C)Cl. As for the molar mass: 134.6 g/mol. As for the orbital gap: 9.697 eV. For the relative energy (zero: lowest compared OMol25 entry of this formula, charge and spin), the calculation gives 600.1 kJ/mol. The HOMO energy is -8.911 eV.

XYZ file:
```
19
C6H11ClO, DFT ωB97M-V with the def2-TZVPD basis set
C 1.39 0.77 -0.70
C 0.72 0.50 0.57
C -0.29 -0.47 0.43
C 0.30 -1.88 0.39
O 1.44 -1.91 -0.43
C -1.52 -0.19 0.01
C -1.84 1.38 0.01
Cl -2.81 -1.13 -0.27
H 0.79 1.52 -1.31
H 2.17 1.29 -0.31
H 1.67 -0.33 -1.04
H 0.39 1.45 1.25
H 1.48 -0.13 1.17
H 0.67 -2.34 1.44
H -0.51 -2.61 0.22
H 1.33 -1.08 -1.30
H -2.41 1.61 -0.95
H -2.22 1.74 1.11
H -0.73 1.81 -0.29
```

[3]
Here is a gas-phase ion, C2H7N2O (charge +1) from OMol25. Energies are from ωB97M-V with the def2-TZVPD basis set.

Its charge is +1. The SMILES is CONC=[NH2+]. As for the molar mass: 75.1 g/mol. As for the orbital gap: 9.545 eV. For the relative energy (zero: lowest compared OMol25 entry of this formula, charge and spin), the calculation gives 419.9 kJ/mol. The HOMO energy is -14.815 eV.

XYZ file:
```
12
C2H7N2O, DFT ωB97M-V with the def2-TZVPD basis set
C -1.22 0.27 -1.25
O -0.22 0.83 -0.44
N 0.87 0.08 -0.42
C 1.38 -0.50 0.99
N 0.46 -0.58 1.98
H -1.82 1.07 -1.54
H -1.69 -0.45 -0.65
H -0.79 -0.27 -2.15
H 1.64 0.40 -1.15
H 2.30 -0.96 0.88
H 0.73 -1.21 2.72
H -0.54 -0.30 1.94
```

[4]
Here is a single C3H8N2OS molecule from OMol25. Energies are from ωB97M-V with the def2-TZVPD basis set.

The SMILES is NN=S1(=O)CCC1. As for the molar mass: 120.2 g/mol. As for the orbital gap: 9.553 eV. For the relative energy (zero: lowest compared OMol25 entry of this formula, charge and spin), the calculation gives 556.6 kJ/mol. The HOMO energy is -8.934 eV.

XYZ file:
```
15
C3H8N2OS, DFT ωB97M-V with the def2-TZVPD basis set
N 2.54 1.52 -0.31
N 1.37 0.94 -0.80
S 0.26 0.49 0.20
O -0.11 1.47 1.44
C -0.22 -1.16 0.85
C -1.47 -1.21 -0.16
C -1.16 0.09 -0.87
H 2.85 0.87 0.37
H 2.31 2.40 0.16
H -0.60 -0.99 1.80
H 0.51 -2.06 0.77
H -1.33 -1.90 -0.99
H -2.34 -1.27 0.38
H -0.74 -0.01 -1.90
H -1.88 0.83 -0.92
```

Among the records above, which one has the highest orbital gap?
C6H11ClO

Which value of HOMO does entry 1 give?
-8.602 eV

orbital gap of number 1 (C3H8S2)?
8.965 eV

Which of these has the highest HOMO?
C3H8S2